{"formula": "C4H5NiO3", "method": "ωB97M-V/def2-TZVPD", "elements": ["Ni", "C", "O", "C", "O", "H", "H", "H", "H", "O", "H", "C", "C"], "coordinates": [[-2.1577, 3.3205, 1.9708], [-0.5399, 1.1519, 1.2700], [-1.1917, 0.6683, 0.3134], [0.4797, -0.2513, -0.6916], [-0.8532, 2.1754, 1.9361], [-0.2002, -2.2934, -0.8158], [0.6623, 0.6394, -1.3065], [1.1316, -1.8765, -1.9295], [1.0828, -1.2230, 1.1069], [0.7495, 0.8034, 1.3587], [-0.5155, -1.3182, -2.2767], [1.1478, -0.2905, 0.5312], [0.2046, -1.5063, -1.4670]], "total_energy_ha": -1889.19774, "spin_multiplicity": 4, "gap_ev": [3.2, 3.9], "relative_energy_ev": 1.479, "fmax_ev_per_a": 4.71}

---

{"formula": "CH35NO16", "method": "ωB97M-V/def2-TZVPD", "elements": ["H", "H", "H", "H", "H", "O", "H", "H", "O", "H", "H", "H", "O", "H", "H", "H", "O", "H", "H", "O", "H", "H", "N", "H", "H", "O", "H", "H", "O", "O", "H", "H", "H", "H", "O", "H", "O", "H", "H", "H", "H", "H", "H", "H", "H", "O", "O", "O", "H", "O", "O", "C", "O"], "coordinates": [[0.1210, 2.9417, -0.6865], [0.1984, 1.0742, 1.2508], [0.6077, -1.0917, 3.4294], [-1.1586, 0.0125, 3.1094], [-0.4804, 2.9100, 3.5573], [-0.8620, 2.9927, 2.6500], [-1.4829, 1.6425, -1.5401], [0.4833, 0.1735, -1.0490], [-0.0268, -0.8235, 4.0684], [-0.8119, -2.4658, 0.7949], [0.5889, 2.0646, -2.8997], [1.2869, -0.7615, 1.5295], [-3.5221, 1.4500, 0.7726], [-1.8858, -4.2286, -1.4325], [-1.2284, 2.1296, 2.4675], [0.8331, 0.0668, -3.6107], [2.4465, -1.5680, -1.3593], [0.0059, -3.6617, -0.3318], [-1.5568, -0.3276, 1.6101], [-2.3802, 1.2206, -1.6517], [3.2755, -1.0953, 1.4092], [-1.9630, -0.3773, -1.8691], [1.0542, 1.1921, 0.7420], [-1.5262, -1.5468, -0.2788], [-2.8310, 1.3441, -0.8250], [0.1208, 2.1163, -1.2427], [-4.1934, 0.7857, 0.8575], [1.4662, 2.0798, 1.1054], [-1.4903, -1.7364, 0.6917], [0.4502, 4.0571, 0.5899], [3.1564, 0.2578, 0.8331], [-1.1748, -2.9744, -1.9341], [2.0567, -2.3569, -0.9933], [1.9789, 1.2472, -1.1897], [1.5502, -1.5684, 2.0232], [-0.0433, 3.7399, 1.3917], [0.4985, -3.5403, 0.5224], [0.6960, -4.4275, 0.8541], [3.0175, -1.1962, -0.6141], [1.7957, 2.2657, -3.8982], [0.3356, 5.0101, 0.5150], [-0.6908, -1.1050, -2.5141], [1.2538, -2.3469, 1.5274], [1.5120, -1.0685, -2.7780], [-2.8241, 1.1481, 1.3381], [-1.4157, -1.2339, -1.9502], [-1.0055, -3.8648, -1.6076], [0.7888, -0.8579, -3.3540], [-0.3079, -1.5001, 4.4710], [-1.5271, 0.4188, 2.2583], [3.6924, -0.5180, 0.7804], [0.9551, 1.1017, -0.7123], [0.9797, 1.7912, -3.7575]], "total_energy_ha": -1317.75603, "gap_ev": 10.5, "relative_energy_ev": 0.000, "fmax_ev_per_a": 10.16}

---

{"formula": "C13H3Cl4CrNO6", "method": "ωB97M-V/def2-TZVPD", "elements": ["C", "H", "O", "H", "C", "Cl", "Cl", "O", "C", "N", "Cl", "C", "Cl", "C", "O", "C", "O", "O", "O", "C", "C", "H", "C", "Cr", "C", "C", "C", "C"], "coordinates": [[2.0223, -0.0527, 3.0601], [3.9354, 0.2805, 2.1407], [1.0898, 0.3234, -1.8529], [2.3807, -0.1098, 4.0776], [0.3081, 0.1242, -0.8502], [-1.5877, 1.7715, -4.6406], [-0.6498, -3.1722, -2.6968], [-1.9444, -0.1723, -0.7222], [0.6821, -0.1953, 2.7989], [0.2559, -0.1224, 1.5394], [-1.2182, -1.1630, -4.9353], [-1.3434, 0.9179, -3.1461], [-1.4750, 3.3803, -2.0387], [-1.1541, -0.5852, -3.2970], [-1.4289, 1.5981, 0.4841], [-0.9255, -1.5130, -2.3493], [-0.3017, -0.5350, 4.9477], [-1.6113, -0.5159, 3.1157], [-0.9805, -1.9629, 0.1264], [-0.4685, -0.4361, 3.7538], [2.8727, 0.1643, 1.9662], [2.9916, 0.3970, -0.2012], [2.3819, 0.2320, 0.6762], [-1.6026, -0.3219, 1.1951], [-1.0924, 1.0401, -0.6929], [-0.8204, -1.1200, -0.9099], [-1.3263, 1.6693, -2.0296], [1.0102, 0.0789, 0.4809]], "total_energy_ha": -3888.68643, "spin_multiplicity": 4, "total_charge": -1, "gap_ev": [6.7, 6.9], "relative_energy_ev": 0.000, "fmax_ev_per_a": 0.38}

---

{"formula": "C4H5FOS", "method": "ωB97M-V/def2-TZVPD", "elements": ["C", "H", "C", "F", "H", "O", "C", "H", "H", "H", "S", "C"], "coordinates": [[1.2895, -0.2905, 1.0114], [-1.8422, 1.4576, 0.7584], [-1.1862, 1.0712, -1.1303], [-0.2353, 0.8985, -2.0333], [-2.1743, 0.8794, -1.4739], [2.3513, -0.3815, 1.5718], [0.6740, -1.3463, 0.1381], [0.7556, -1.0399, -0.8920], [-0.3543, -1.5343, 0.4353], [1.1745, -2.3364, 0.2295], [0.5045, 1.3172, 1.2092], [-0.9572, 1.3051, 0.1758]], "total_energy_ha": -728.67166, "gap_ev": 10.1, "relative_energy_ev": 0.420, "smiles": "CC(=O)S/C=C\\F", "fmax_ev_per_a": 2.40}